Record 1
Computed, not measured: a molecular structure, C39H54N6O7P2Sn, with wB97M-V/def2-TZVPD.

Summary:
Gap between HOMO and LUMO (eV): 6.60
Electronic energy (eV): -89000.21928
E_LUMO (eV): -1.4059
Energy relative to the best compared isomer or geometry (same formula, charge and spin) (kcal/mol): 103.3

```
! wB97M-V def2-TZVPD RIJCOSX def2/J DEFGRID3
* xyz 0 1
Sn 0.894 0.209 0.193
P 1.461 3.093 -0.198
P -2.107 -1.416 -1.336
O 4.668 0.177 2.070
O -1.958 2.519 2.733
O 3.084 0.386 0.464
O -0.964 1.158 1.094
O 1.300 0.843 -1.961
O 0.767 2.008 -3.799
O 2.022 1.689 6.166
N 1.775 -4.389 1.564
N 2.261 -4.304 -0.824
N 4.022 -3.891 0.789
N 1.343 1.111 2.201
N 2.250 -2.264 0.493
N -0.685 -1.261 -0.638
C 4.272 6.445 1.227
C -3.818 -0.161 -3.298
C -2.577 3.986 -0.226
C -3.517 -1.238 -0.043
C 0.375 1.636 2.944
C -0.731 -3.478 -2.666
C 3.211 -4.548 1.815
C -2.099 -3.198 -2.025
C -1.208 3.763 -0.706
C -3.795 0.239 0.253
C 1.481 -4.948 0.238
C 2.817 1.091 4.036
C -2.004 1.178 -2.232
C -2.383 -0.201 -2.763
C 0.528 1.855 4.291
C -1.856 3.842 2.145
C 3.693 -2.470 0.772
C 4.749 5.163 0.992
C -3.209 -3.432 -3.054
C -0.456 3.582 1.610
C 1.473 -2.963 1.536
C -2.884 4.058 1.070
C -4.829 -1.901 -0.477
C 3.550 0.428 1.671
C 2.043 5.723 0.677
C 3.875 4.159 0.603
C 1.691 3.224 -1.988
C -2.245 -4.195 -0.870
C 1.195 1.936 -2.667
C 2.519 4.438 0.430
C 1.953 -2.877 -0.816
C 2.920 6.722 1.076
C 3.683 -4.470 -0.512
C -0.198 3.665 0.157
C -1.397 -0.515 -3.893
C 1.774 1.543 4.854
C -2.997 -1.849 1.265
C 2.537 0.880 2.708
C -0.773 2.044 2.051
H -4.741 -2.978 -0.597
H -4.188 -3.132 -2.686
H -1.934 4.602 2.926
H -2.894 0.764 0.552
H 3.805 0.896 4.425
H -3.853 0.562 -4.118
H -3.713 -1.628 2.063
H 0.419 -4.815 0.026
H 4.953 7.229 1.532
H 0.352 3.992 2.215
H 4.273 -3.976 -1.286
H -0.380 -0.583 -3.507
H 1.216 4.104 -2.420
H 3.449 -5.613 1.830
H 1.708 -6.016 0.250
H 2.546 7.722 1.255
H -2.020 -5.198 -1.247
H -3.249 -4.224 -0.455
H -0.006 -3.761 -1.913
H -0.831 -4.314 -3.364
H -0.322 -2.631 -3.205
H 3.949 -2.031 1.732
H -2.140 1.909 -3.034
H -2.583 1.489 -1.372
H 1.718 -2.526 2.507
H 2.766 3.281 -2.172
H -3.355 4.099 -0.971
H -4.494 0.287 1.095
H 5.803 4.944 1.111
H -4.523 0.175 -2.540
H -1.535 -3.964 -0.076
H -5.578 -1.721 0.300
H 1.227 1.988 6.624
H 2.546 -2.371 -1.581
H -1.651 -1.419 -4.445
H 3.450 -4.116 2.789
H 4.270 -1.970 -0.004
H -0.294 2.245 4.878
H -1.035 3.706 -1.773
H 4.237 3.149 0.440
H 3.923 -5.535 -0.502
H -2.043 -1.396 1.530
H 0.407 -2.824 1.335
H -0.961 1.184 -1.944
H -2.876 -2.927 1.217
H -1.400 0.322 -4.595
H 0.902 -2.720 -1.028
H -4.155 -1.117 -3.691
H -4.267 0.751 -0.584
H -3.903 4.227 1.397
H -3.256 -4.501 -3.277
H 0.989 5.942 0.552
H -5.212 -1.478 -1.405
H -3.010 -2.913 -3.989
*
```

Record 2
Computed, not measured: a molecular structure, C34H27BrMnNO4PS, with wB97M-V/def2-TZVPD.

Summary:
Gap between HOMO and LUMO (spin up / spin down) (eV): 5.71 / 6.68
Electronic energy (eV): -166859.95022
E_LUMO (spin up / spin down) (eV): -2.4512 / -1.4436
<S²>: 0.830

```
! wB97M-V def2-TZVPD RIJCOSX def2/J DEFGRID3
* xyz 0 2
Br 6.459 -0.818 -0.225
Mn -0.163 -0.034 -0.586
S -1.550 1.195 -1.685
P -0.589 0.583 1.544
O -0.304 1.848 -1.147
O -2.318 1.971 -2.595
O -1.009 -0.107 -2.244
O -2.239 0.731 -0.446
N 1.586 0.358 -3.340
C -3.596 -2.795 2.290
C -1.463 -4.107 -0.455
C 1.907 -0.231 5.311
C -1.231 2.261 1.713
C -2.578 2.555 1.884
C -0.309 3.290 1.524
C 0.154 -0.338 -7.336
C 2.416 -1.702 -0.107
C 1.299 -0.742 3.049
C -2.997 3.876 1.885
C 1.110 0.903 5.272
C -1.822 -0.686 1.944
C -2.588 -2.910 1.304
C -1.704 -1.823 1.102
C 1.781 -0.472 -0.300
C -0.726 -1.847 0.061
C 1.842 -0.777 -3.984
C 0.874 1.276 -3.985
C -2.436 -4.065 0.504
C -2.078 4.899 1.702
C 0.391 1.106 -5.273
C 1.398 -1.044 -5.267
C 0.483 0.389 3.013
C 2.602 0.657 -0.425
C 0.395 1.216 4.125
C -0.623 -2.997 -0.684
C 2.010 -1.050 4.195
C 0.650 -0.083 -5.941
C -3.670 -1.694 3.097
C 3.982 0.567 -0.409
C -0.734 4.606 1.521
C -2.756 -0.633 2.944
C 4.571 -0.678 -0.252
C 3.796 -1.815 -0.091
H -4.317 -3.599 2.383
H 0.668 2.186 -3.437
H 0.733 3.041 1.353
H 2.447 -0.481 6.215
H 2.634 -1.934 4.225
H -3.098 -4.906 0.666
H 0.112 -3.059 -1.480
H 1.616 -1.993 -5.740
H -0.495 0.468 -7.673
H -3.297 1.753 1.973
H -4.047 4.103 2.007
H -0.020 5.405 1.370
H 2.443 -1.501 -3.441
H -2.415 5.927 1.680
H -0.196 1.885 -5.741
H 1.034 1.538 6.145
H -2.806 0.218 3.611
H 2.150 1.633 -0.553
H 4.266 -2.780 0.037
H 0.992 -0.422 -8.030
H 1.349 -1.367 2.167
H 4.595 1.449 -0.529
H -4.436 -1.627 3.858
H 1.825 -2.598 0.040
H -0.403 -1.275 -7.370
H -0.233 2.098 4.106
H -1.327 -5.002 -1.050
*
```